Molecular formula: C6H10S
Method: DFT, ωB97M-V/def2-TZVPD

Computed properties:
**ΔE to the lowest compared entry with this formula, charge and spin**: 5.162 eV
**Kohn-Sham gap**: 5.976 eV
**Lowest unoccupied orbital energy**: -1.7 eV
**HOMO**: -7.64 eV

The geometry in XYZ format:
```
17
Properties=species:S:1:pos:R:3:nbo_charge:R:1
C 1.8535 0.3598 0.0310 -0.21
C 0.6058 0.2497 0.3635 0.37
C 2.4156 1.7707 0.0517 -0.64
C -1.8352 0.2144 -0.4362 -0.57
C -0.3359 -1.8329 0.1893 -0.57
C -0.6785 -0.3715 0.5397 -0.35
S 3.1450 -0.9214 -0.3437 -0.33
H 3.5291 1.8410 -0.0862 0.26
H 2.2075 2.1846 1.0475 0.22
H 2.0613 2.4650 -0.7160 0.23
H -1.2536 0.5113 -1.3786 0.22
H -2.2742 1.0087 -0.0167 0.21
H -2.5270 -0.7098 -0.5889 0.22
H 0.2060 -1.9509 -0.8086 0.25
H -1.2865 -2.5344 0.1043 0.23
H 0.1766 -2.1661 1.0556 0.23
H -0.8802 -0.4254 1.6697 0.23
```

***

Molecular formula: C4H12N2
Method: DFT, ωB97M-V/def2-TZVPD

Computed properties:
**ΔE to the lowest compared entry with this formula, charge and spin**: 1.622 eV
**SMILES**: NCCCCN
**Kohn-Sham gap**: 10.198 eV
**Lowest unoccupied orbital energy**: 1.0 eV
**HOMO**: -9.15 eV

The geometry in XYZ format:
```
18
Properties=species:S:1:pos:R:3:nbo_charge:R:1
N -2.4540 0.2474 -1.2213 -0.84
C -1.4979 -0.7793 -0.6276 -0.21
C -0.0454 -0.3187 -0.6654 -0.43
C 0.4472 0.8927 0.1372 -0.42
C 1.2316 0.4446 1.4833 -0.21
N 2.1950 -0.6041 0.9971 -0.87
H -2.0676 0.7178 -2.0645 0.35
H -2.6036 0.9643 -0.5287 0.35
H -1.7788 -0.7753 0.3790 0.18
H -1.6910 -1.7060 -1.1512 0.20
H 0.4920 -1.2130 -0.3408 0.20
H 0.2921 -0.2517 -1.7564 0.19
H 1.1514 1.3881 -0.5275 0.21
H -0.3871 1.5906 0.4015 0.20
H 0.5462 0.0064 2.2118 0.19
H 1.7354 1.4633 1.8935 0.20
H 2.1069 -0.9470 0.0715 0.36
H 3.2041 -0.1764 1.0161 0.36
```

***

Molecular formula: C2H7N2
Method: DFT, ωB97M-V/def2-TZVPD

Computed properties:
**ΔE to the lowest compared entry with this formula, charge and spin**: 5.688 eV
**Total charge**: +1
**Kohn-Sham gap (spin up / spin down)**: 9.497 / 9.339 eV
**Lowest unoccupied orbital energy (spin up / spin down)**: -5.2 / -5.1 eV
**HOMO (spin up / spin down)**: -14.72 / -14.42 eV

The geometry in XYZ format:
```
11
Properties=species:S:1:pos:R:3:nbo_charge:R:1
C 0.5787 0.4208 1.1294 -0.25
C 0.0402 0.2743 -0.1933 0.08
N -1.9803 -0.4120 -0.7483 -0.68
N 1.0946 -0.5190 0.1787 -0.54
H 1.2974 1.2429 1.2108 0.25
H 0.0793 -0.0421 1.9497 0.27
H 0.2438 0.9523 -1.0660 0.25
H -1.9214 -0.6431 -1.7644 0.36
H -2.5737 0.3987 -0.7471 0.35
H 1.9497 -0.1828 -0.3408 0.45
H 1.1918 -1.4899 0.3912 0.46
```

***

Molecular formula: C13H27AsO6P
Method: DFT, ωB97M-V/def2-TZVPD

Computed properties:
**Total charge**: -1
**Kohn-Sham gap**: 7.165 eV
**Lowest unoccupied orbital energy**: 2.7 eV
**HOMO**: -4.46 eV

The geometry in XYZ format:
```
48
Properties=species:S:1:pos:R:3:nbo_charge:R:1
C -0.9774 3.8706 -1.6297 -0.64
C -0.1558 3.7920 -0.1797 -0.41
C -0.5413 2.4540 0.6858 -0.42
C 0.7110 2.0433 1.6772 -0.43
C 0.2977 0.7135 2.5980 -0.78
As 0.6362 -1.0167 1.6065 0.95
C -1.3623 -1.2871 1.1892 -0.77
C -1.3936 -1.9488 -0.3465 -0.11
O -2.7104 -1.8485 -0.9949 -0.53
C -2.6196 -2.4749 -2.3552 0.78
C -3.9770 -2.8489 -3.2572 -0.72
O -1.4421 -2.7394 -2.9678 -0.62
C 2.6766 -0.8392 1.8219 -0.85
C 3.2684 -0.8549 0.2575 0.78
O 3.6712 -2.0704 -0.1888 -0.60
O 3.2755 0.3836 -0.5361 -0.57
C 2.9412 0.1472 -1.9495 0.79
C 1.5342 0.6357 -2.6911 -0.72
O 3.8308 -0.4719 -2.7719 -0.55
P 0.4235 -2.1198 3.6305 0.98
O -0.8797 -1.6151 4.4199 -1.14
H -1.4307 2.8268 -1.9473 0.21
H -0.2430 4.1972 -2.4840 0.20
H -1.8618 4.6529 -1.6078 0.20
H 0.9923 3.9210 -0.4044 0.21
H -0.5007 4.7445 0.4476 0.20
H -0.8181 1.5806 -0.0449 0.22
H -1.4460 2.7376 1.4103 0.21
H 1.6978 1.7512 1.0832 0.22
H 1.0214 2.9548 2.3791 0.20
H 1.0534 0.7434 3.5214 0.20
H -0.8074 0.8421 2.9993 0.24
H 0.9244 -2.3646 0.8332 -0.16
H 0.7966 -0.1771 0.2803 -0.22
H -1.9046 -0.2436 1.1649 0.22
H -1.7804 -2.0221 1.9995 0.23
H -0.9386 -3.0438 -0.3380 0.21
H -0.6049 -1.2963 -0.9606 0.19
H -4.8919 -2.7747 -2.5314 0.23
H -4.0531 -2.1399 -4.1924 0.25
H -3.7726 -3.9460 -3.6617 0.25
H 2.9453 0.1487 2.3888 0.23
H 3.0758 -1.8068 2.3948 0.24
H 1.5961 0.3447 -3.8466 0.25
H 0.5787 0.0758 -2.2821 0.26
H 1.3252 1.7835 -2.5874 0.24
H 0.2950 -3.5634 3.4802 -0.07
H 1.5445 -1.8308 4.4880 -0.08
```

***

Molecular formula: C4H7NO2
Method: DFT, ωB97M-V/def2-TZVPD

Computed properties:
**ΔE to the lowest compared entry with this formula, charge and spin**: 0.438 eV
**SMILES**: NC(=O)CCC=O
**Kohn-Sham gap**: 10.410 eV
**Lowest unoccupied orbital energy**: 0.7 eV
**HOMO**: -9.71 eV

The geometry in XYZ format:
```
14
Properties=species:S:1:pos:R:3:nbo_charge:R:1
N 1.3096 1.0738 0.6374 -0.84
C 0.7538 0.0699 1.3668 0.67
O 0.8567 -0.0188 2.5775 -0.61
C -0.0423 -0.9397 0.5476 -0.51
C -1.1007 -0.3235 -0.3805 -0.52
C -0.6679 0.1401 -1.7353 0.46
O 0.4670 0.4125 -2.0600 -0.56
H 1.9028 1.7306 1.1192 0.40
H 1.3348 1.0163 -0.3733 0.42
H -0.5128 -1.6067 1.2752 0.24
H 0.6616 -1.5461 -0.0391 0.24
H -1.9646 -0.9937 -0.4833 0.24
H -1.4789 0.6575 -0.0301 0.25
H -1.5191 0.3277 -2.4223 0.12
```

***

Molecular formula: CH2BrN
Method: DFT, ωB97M-V/def2-TZVPD

Computed properties:
**ΔE to the lowest compared entry with this formula, charge and spin**: 6.561 eV
**Kohn-Sham gap**: 7.389 eV
**Lowest unoccupied orbital energy**: -0.8 eV
**HOMO**: -8.14 eV

The geometry in XYZ format:
```
5
Properties=species:S:1:pos:R:3:nbo_charge:R:1
C -1.8060 -0.6093 -0.5313 -0.37
N 0.9077 0.3033 0.2707 -1.03
Br -1.0822 0.6249 0.3908 0.69
H 0.9661 0.3335 -0.7404 0.35
H 1.0145 -0.6524 0.6101 0.36
```

***

| no. | E (eV) |
| --- | --- |
| 1 | -17214.461 |
| 2 | -7321.407 |
| 3 | -5155.778 |
| 4 | -96320.720 |
| 5 | -9846.842 |
| 6 | -72594.701 |